Entry 1:
This record from OMol25 describes 5 unconnected molecules or ions with the total composition C24H59BBrFN3O20P4. The level of theory is wB97M-V/def2-TZVPD.

The value obtained for the HOMO energy is -4.49 eV. Its largest force on an atom is 8.37 eV/Å. As for the net charge: -1. The frontier orbital gap comes out at 2.7 eV.

Structure (XYZ):
```
113
C24H59BBrFN3O20P4 | OMol25 | wB97M-V/def2-TZVPD
C 4.64304 -8.12932 -0.78986
C 4.06554 -7.26987 0.34511
O 3.47796 -8.19080 1.29611
C 2.95058 -6.30811 -0.09004
C 3.39159 -4.92335 -0.65136
C 3.33498 -5.06976 -2.19331
C 3.43477 -3.78486 -2.98198
O 2.54126 -3.42243 -3.68868
F 4.52691 -3.00766 -2.91338
O 2.37544 -4.04641 -0.26685
B 2.94129 -2.72533 0.18628
O 4.37376 -2.91139 -0.22191
C 4.64027 -4.21221 -0.01444
Br 4.74758 -4.33723 2.04192
C 6.03856 -4.71421 -0.45787
C 7.06114 -3.59369 -0.71879
C 7.57929 -3.44152 -2.16144
C 7.91454 -4.75618 -2.88638
N 6.79439 -5.10121 -3.75407
C 6.84220 -6.41852 -4.28553
N 6.98824 -7.49526 -3.64875
N 6.67112 -6.48373 -5.68728
H 5.65077 -8.44737 -0.51008
H 4.74491 -7.61483 -1.74556
H 4.07778 -9.04770 -0.96018
H 4.88278 -6.79901 0.87703
H 2.90651 -8.74055 0.75823
H 2.36298 -6.10954 0.80234
H 2.28772 -6.85402 -0.76868
H 4.09645 -5.76685 -2.56448
H 2.37092 -5.49497 -2.43586
H 2.31487 -1.88501 -0.46214
H 2.73964 -2.40395 1.33599
H 5.89953 -5.41977 -1.28130
H 6.42700 -5.30120 0.36644
H 7.93309 -3.76360 -0.08497
H 6.67180 -2.62078 -0.42481
H 8.51657 -2.88039 -2.09131
H 6.93895 -2.83877 -2.80250
H 8.10534 -5.51246 -2.10826
H 8.84359 -4.68850 -3.45095
H 5.90773 -4.89113 -3.32313
H 7.07247 -7.27020 -2.65917
H 6.05396 -5.70850 -5.91241
H 6.08883 -7.30142 -5.83490
C 0.54634 -1.36132 -4.16284
O -0.86083 -1.07058 -4.20379
P -1.29156 0.52625 -4.36879
O -0.23775 1.04102 -5.29258
O -0.98264 0.84207 -2.78950
C -1.57759 0.00028 -1.78924
O -2.40463 1.76108 -4.49358
C -2.06294 3.00596 -3.88953
H 0.65535 -2.35183 -3.73984
H 0.95891 -1.36473 -5.16881
H 1.07972 -0.64607 -3.53858
H -0.82001 -0.65698 -1.36245
H -2.38622 -0.60534 -2.20146
H -1.97825 0.63607 -1.00095
H -1.02676 3.27351 -4.09773
H -2.23176 2.97050 -2.81587
H -2.72110 3.76421 -4.31123
C -4.41227 5.69489 0.74874
O -5.36819 6.05597 -0.24608
P -4.77835 6.29215 -1.78888
O -3.71955 5.24523 -1.86478
O -4.20182 7.77097 -1.35104
C -5.10016 8.70333 -0.73373
O -4.85104 6.72607 -3.39604
C -3.74802 7.44915 -3.93061
H -4.86298 5.89194 1.72252
H -4.18362 4.63326 0.68416
H -3.49925 6.28248 0.65326
H -4.87967 8.76620 0.33188
H -6.14352 8.41518 -0.86188
H -4.94463 9.68203 -1.18674
H -2.80151 7.02500 -3.59612
H -3.80478 8.50173 -3.65629
H -3.81526 7.37109 -5.01475
C -5.88191 10.28155 5.08106
O -4.62690 9.61386 5.05572
P -4.65246 7.92731 4.92577
O -5.85349 7.89713 4.01428
O -5.05000 7.80453 6.51700
C -4.14003 8.33075 7.49536
O -4.43301 6.26675 4.77997
C -5.37025 5.41092 5.41908
H -5.70321 11.27844 5.48684
H -6.27999 10.38076 4.07388
H -6.59552 9.75739 5.71729
H -4.54180 9.26036 7.89788
H -3.15263 8.52385 7.07610
H -4.04604 7.60615 8.30255
H -6.38956 5.76581 5.26539
H -5.15839 5.32769 6.48421
H -5.25725 4.42574 4.96866
C -2.68149 -2.52227 0.71054
O -2.86728 -1.26618 1.36220
P -2.25095 -1.12402 2.90716
O -1.00091 -1.92181 2.80896
O -3.51556 -1.97427 3.53684
C -4.84711 -1.55924 3.21550
O -1.95986 -0.31617 4.33567
C -1.99465 -1.07753 5.53499
H -3.39562 -2.56967 -0.11294
H -1.67599 -2.59049 0.30023
H -2.86643 -3.35196 1.39264
H -5.27967 -2.25681 2.49787
H -4.87432 -0.55489 2.79213
H -5.44297 -1.57518 4.12808
H -1.47481 -2.02731 5.41120
H -3.02216 -1.25073 5.85533
H -1.49008 -0.48759 6.29888
```

Entry 2:
This record from OMol25 describes a molecular structure, C24H59N10O5P3Rb. The level of theory is wB97M-V/def2-TZVPD.

The value obtained for the HOMO energy (alpha / beta) is -3.96 / -7.43 eV. Its largest force on an atom is 4.60 eV/Å. The frontier orbital gap (alpha / beta) comes out at 3.8 / 7.3 eV. Its multiplicity is 2.

Structure (XYZ):
```
102
C24H59N10O5P3Rb | OMol25 | wB97M-V/def2-TZVPD
Rb 1.09648 0.16042 -0.45903
C 0.76520 -1.11882 -7.33222
C 1.27228 -0.39922 -6.26206
C 0.66242 -0.57458 -5.01481
C -0.49497 -1.36048 -4.86337
C -1.02139 -2.04683 -6.01378
C -0.38699 -1.82757 -7.23776
N -1.15886 -1.43758 -3.54638
O -2.33848 -1.84089 -3.50772
O -0.62916 -0.86176 -2.59139
H 1.19679 -1.01233 -8.31649
H 2.14780 0.21925 -6.39383
H 1.10969 0.07754 -4.27923
H -2.02850 -2.43037 -5.94284
H -0.90808 -2.14941 -8.12731
O -1.51888 1.50971 -0.87565
P -2.32062 2.71783 -1.22968
N -1.75617 4.12853 -0.49114
C -0.60424 4.06968 0.41890
C -2.26080 5.40915 -0.90733
N -4.00213 2.64462 -0.74702
C -4.35672 2.30858 0.57125
C -5.00800 2.08874 -1.66012
N -2.24712 3.03042 -2.93100
C -0.92295 2.91131 -3.57633
C -3.22608 3.93510 -3.58933
H -0.42966 5.00693 0.94727
H 0.27850 3.77458 -0.14836
H -0.76791 3.34229 1.21403
H -1.72588 6.20804 -0.39378
H -3.33488 5.45265 -0.72689
H -2.13794 5.52862 -1.98377
H -5.22289 2.89155 0.88431
H -4.56703 1.23935 0.54653
H -3.60430 2.39265 1.35540
H -4.98264 2.55793 -2.64364
H -4.78197 1.05093 -1.90499
H -5.99826 2.30009 -1.25661
H -0.97804 2.81181 -4.66038
H -0.49389 3.90996 -3.49457
H -0.25399 2.14265 -3.18935
H -3.95686 3.34855 -4.14612
H -2.74560 4.71892 -4.17488
H -3.74902 4.55325 -2.85959
O 0.92784 -2.39638 0.65931
P 1.03839 -3.78890 0.13455
N -0.17863 -4.89566 0.61396
C -0.48008 -6.21125 0.02969
C -0.64854 -4.88189 1.99088
N 2.45077 -4.66140 0.70940
C 3.02581 -4.26293 1.96264
C 2.88567 -5.99478 0.34967
N 1.19131 -4.03634 -1.53777
C 2.41999 -3.47738 -2.15725
C 0.07823 -4.09959 -2.50432
H -0.02825 -7.01563 0.61014
H -0.26204 -6.24457 -1.03776
H -1.53890 -6.46884 0.05502
H -1.51052 -5.53653 2.11949
H -1.03000 -3.87755 2.17493
H 0.20456 -5.10482 2.63169
H 3.80808 -3.52335 1.79180
H 2.23774 -3.86278 2.60054
H 3.43506 -5.16348 2.42049
H 2.30022 -6.82080 0.75348
H 2.78253 -6.24060 -0.70723
H 3.92549 -6.21908 0.58750
H 2.42533 -3.61137 -3.23897
H 2.53964 -2.40992 -1.97204
H 3.36696 -3.96107 -1.91768
H 0.15522 -3.39063 -3.32868
H -0.88747 -3.82241 -2.08160
H -0.09387 -5.05868 -2.99280
O 0.66782 1.58050 2.11019
P 1.19752 1.86163 3.47515
N -0.06783 2.08421 4.62224
C -0.23591 1.41256 5.94886
C -1.25027 2.94306 4.23316
N 2.36109 3.07721 3.64066
C 3.69322 2.83547 3.07136
C 1.89630 4.49380 3.64343
N 2.08830 0.53955 4.22106
C 2.09989 -0.74183 3.70027
C 3.03416 0.69047 5.39024
H -0.32857 0.32689 5.91996
H -0.99263 1.77965 6.64220
H 0.65716 1.64737 6.52800
H -1.61244 2.67530 3.24057
H -0.92235 3.98255 4.22849
H -2.08470 2.79232 4.91808
H 4.13148 1.86225 3.29240
H 3.53256 2.99165 2.00464
H 4.45008 3.56420 3.36158
H 2.68566 5.22589 3.47300
H 1.11617 4.62310 2.89325
H 1.43143 4.67725 4.61211
H 2.88604 -0.92175 2.96700
H 2.42095 -1.48877 4.42628
H 1.13132 -1.06098 3.31541
H 4.08061 0.70351 5.08551
H 2.93064 -0.17742 6.04151
H 2.85335 1.67766 5.81550
```

Entry 3:
This record from OMol25 describes a molecular structure, C24H60AlN4O6. The level of theory is wB97M-V/def2-TZVPD.

The value obtained for the HOMO energy is -4.56 eV. Its largest force on an atom is 1.15 eV/Å. As for the net charge: -1. The frontier orbital gap comes out at 6.8 eV.

Structure (XYZ):
```
95
C24H60AlN4O6 | OMol25 | wB97M-V/def2-TZVPD
C 5.49570 -0.68693 -0.63608
C 5.03651 -0.52328 -2.09905
C 3.50289 -0.61076 -2.26852
Al 2.58745 1.20409 -2.41327
C 0.95271 0.96254 -3.60130
C -0.39020 1.47482 -3.03602
C -1.52096 0.45170 -3.13879
O -1.18904 -0.83722 -2.65491
C -0.85805 -0.87126 -1.28683
C 1.99172 1.94332 -0.61119
C 3.08668 2.50382 0.33342
C 3.39914 1.68962 1.56430
N 2.30612 1.30375 2.34497
O 4.55213 1.44515 1.92292
O 3.76422 2.28904 -3.26002
C 3.65642 3.66740 -3.03471
C 4.97684 4.22617 -2.50402
H 4.63877 -0.68784 0.03258
H 6.18816 0.08699 -0.31620
H 5.99239 -1.64962 -0.50569
H 5.51859 -1.30881 -2.68902
H 5.40841 0.41834 -2.50202
H 3.07405 -1.23965 -1.48438
H 3.31009 -1.08203 -3.23718
H 1.13167 1.45217 -4.56077
H 0.84412 -0.10402 -3.80836
H -0.32625 1.78473 -1.99162
H -0.72854 2.34096 -3.60913
H -2.41269 0.80106 -2.59476
H -1.78498 0.33081 -4.18908
H -1.17715 0.03334 -0.76429
H -1.39241 -1.70576 -0.82957
H 0.21486 -0.99664 -1.13921
H 1.44841 1.12559 -0.12876
H 1.23615 2.71431 -0.77874
H 2.73227 3.46253 0.72872
H 4.03193 2.70579 -0.15897
H 2.55588 0.51350 2.92401
H 1.49533 1.06553 1.79106
H 2.83828 3.92771 -2.35365
H 3.48125 4.15599 -4.00222
H 4.86993 5.22753 -2.08353
H 5.37030 3.57810 -1.72105
H 5.71510 4.23049 -3.30442
C 5.55070 0.49469 7.22245
C 5.24865 1.31603 5.97177
C 4.62678 2.68737 6.27131
O 3.26111 2.65239 6.64243
C 3.01058 2.38085 8.00383
N 4.43882 0.51840 5.05325
H 4.64572 0.06481 7.65246
H 6.21245 -0.33411 6.97219
H 6.04034 1.10080 7.98885
H 6.20176 1.51291 5.47230
H 4.66447 3.28295 5.35663
H 5.20707 3.22375 7.03580
H 3.77689 2.82340 8.64867
H 2.95123 1.30661 8.19943
H 2.04608 2.82341 8.25450
H 4.34336 1.02411 4.17266
H 3.49652 0.47903 5.43430
C -7.14523 -1.56762 -3.47205
C -5.87455 -0.84750 -3.03023
C -6.01220 0.68132 -2.99166
O -5.98378 1.30896 -4.25830
C -7.21594 1.34428 -4.94639
N -4.75567 -1.29174 -3.86188
H -7.30128 -1.48805 -4.54786
H -7.07387 -2.62925 -3.23581
H -8.02672 -1.16598 -2.96667
H -5.66182 -1.16239 -2.00322
H -5.15460 1.08548 -2.44853
H -6.91648 0.98184 -2.44377
H -8.05662 1.46733 -4.25609
H -7.37059 0.44432 -5.54766
H -7.19001 2.20047 -5.62044
H -3.89603 -0.89204 -3.49357
H -4.86084 -0.85753 -4.77466
C -5.11113 -5.89514 1.09130
C -5.33485 -4.49040 0.54147
C -4.05510 -3.80695 0.04204
O -3.21118 -3.31631 1.06439
C -2.32213 -4.26183 1.62657
N -6.03951 -3.69019 1.54791
H -4.65316 -5.87438 2.08015
H -6.06388 -6.41554 1.18828
H -4.47029 -6.48056 0.42929
H -5.99503 -4.58073 -0.32651
H -4.34488 -2.92800 -0.54011
H -3.49154 -4.46467 -0.63182
H -1.98279 -4.98473 0.87926
H -2.77576 -4.79276 2.46811
H -1.45683 -3.71486 1.99936
H -6.28894 -2.79149 1.14568
H -5.37321 -3.46207 2.28056
```

Entry 4:
This record from OMol25 describes a molecular structure, C24H60As2F12N6O18. The level of theory is wB97M-V/def2-TZVPD.

The value obtained for the HOMO energy is -9.63 eV. Its largest force on an atom is 6.21 eV/Å. The frontier orbital gap comes out at 9.6 eV.

Structure (XYZ):
```
122
C24H60As2F12N6O18 | OMol25 | wB97M-V/def2-TZVPD
C 11.51549 13.88110 9.81974
C 12.91492 13.58211 10.23750
C 13.01017 14.41354 11.45120
O 14.26256 14.36072 12.09004
C 15.14296 15.31350 11.57762
N 13.06557 12.08206 10.55504
H 12.44682 11.51932 9.91988
H 13.98782 11.73031 10.60471
H 12.76112 11.73787 11.44619
H 11.52098 14.94620 9.72228
H 10.83398 13.47513 10.53693
H 11.38267 13.36675 8.84714
H 13.72989 13.72844 9.53218
H 12.21115 14.14518 12.14760
H 12.82098 15.47883 11.26501
H 14.92613 16.35927 11.85375
H 15.19494 15.30187 10.47403
H 16.11194 15.03695 12.01794
C 17.24636 12.66198 11.71185
C 17.07310 11.12494 11.51774
C 17.90046 10.43008 12.66018
O 17.46934 9.06436 12.68684
C 18.38522 8.15819 13.28422
N 15.62308 10.79914 11.47411
H 9.27000 3.22730 9.17906
H 15.48533 9.79942 11.35437
H 15.23542 11.03393 12.38780
H 17.10102 13.26441 10.79560
H 18.26599 12.79239 12.09055
H 16.48227 12.90746 12.46647
H 17.49769 10.71442 10.60923
H 17.69935 11.09467 13.56838
H 18.93695 10.56030 12.44680
H 18.42729 8.19878 14.36690
H 19.41543 8.25026 12.93445
H 18.09836 7.16284 13.00889
C 5.93136 10.68690 13.29280
C 6.76253 9.50366 12.93875
O 7.60975 9.51878 12.08406
N 6.69356 8.41676 13.78651
H 9.88398 12.48470 13.53649
H 6.53674 8.74195 14.75768
C 7.76554 7.46977 13.71018
H 6.69480 11.41362 13.61588
H 5.24672 10.60901 14.15418
H 5.64352 11.16003 12.40979
H 8.00666 7.10621 14.67221
H 8.67470 7.98588 13.29339
H 7.53113 6.53983 13.22733
C 17.99070 17.78391 15.83488
C 17.18378 16.71092 15.16646
O 17.31976 15.55378 15.22718
N 16.03398 17.10254 14.43390
H 15.81509 18.13230 14.46286
H 16.16023 16.96487 13.40116
C 14.79508 16.36948 14.84221
H 17.36671 18.21106 16.61824
H 18.23688 18.58714 15.12910
H 18.94014 17.31313 16.15353
H 14.63921 16.40127 15.90364
H 14.93509 15.29482 14.54627
H 13.92090 16.82224 14.31118
C 15.28652 9.28209 17.06801
C 14.56858 10.15466 16.12829
O 13.41243 9.84691 15.83345
N 15.19963 11.29801 15.67522
H 8.51551 13.84048 14.54961
H 16.00836 11.47916 16.28035
C 14.81890 12.60979 15.06670
H 15.87774 9.83732 17.77832
H 15.91948 8.58917 16.46921
H 14.58385 8.56669 17.55840
H 14.18824 13.17640 15.76416
H 14.47293 12.57942 14.05677
H 15.82647 13.08060 14.92752
C 8.78054 16.51993 9.75757
C 8.90363 15.70460 8.43912
O 9.72633 15.97093 7.58598
N 8.03757 14.68486 8.35123
H 8.16194 14.23096 7.42430
H 13.23747 16.68221 7.96534
C 7.44674 13.72103 9.40238
H 7.72585 16.43496 10.13142
H 8.91561 17.58012 9.52528
H 9.44760 16.20131 10.51950
H 6.79522 14.26063 10.03147
H 8.12818 13.08428 10.01808
H 6.92817 12.95647 8.81114
As 10.50798 16.29266 14.93265
F 9.00029 15.50592 14.44085
F 9.53521 17.68167 15.15749
F 11.96560 17.07680 15.62870
F 11.40170 14.79523 14.68528
F 11.10103 16.70457 13.35448
F 10.14073 15.58572 16.56214
As 15.71852 19.54871 12.14134
F 14.85095 20.98201 11.68035
F 16.04991 19.88468 13.82316
F 16.88522 18.12141 12.46347
F 15.33228 18.58456 10.69229
F 17.05898 20.28371 11.30780
F 14.35722 18.72115 12.86163
O 12.16951 14.49541 6.20315
C 12.58642 15.75461 6.53270
O 12.55094 16.64304 5.73043
O 12.95655 15.82281 7.82159
H 11.82297 14.55547 5.31301
O 9.29015 13.10018 16.69165
C 8.67969 12.29938 15.81389
O 8.44801 11.18259 16.12569
O 8.44705 12.84479 14.61915
H 9.31354 14.10458 16.57592
O 10.08838 3.34506 8.71654
C 16.39584 15.10736 8.18611
O 16.71291 16.14718 7.75424
O 16.35941 14.15843 8.78103
H 10.47958 4.14292 9.08167
O 11.35765 11.33190 14.89093
C 11.69463 11.66673 13.67990
O 12.74305 11.42126 13.08869
O 10.74311 12.33256 13.04306
H 12.03918 10.75886 15.33635
```